# 1
{
  "formula": "C12H11BrNO",
  "method": "the ωB97M-V functional and the def2-TZVPD basis",
  "symbols": ["N", "C", "Br", "C", "C", "C", "C", "O", "C", "C", "C", "C", "C", "C", "C", "H", "H", "H", "H", "H", "H", "H", "H", "H", "H", "H"],
  "coordinates": [[-3.4339, -1.4393, -0.6645], [-3.7353, -0.4015, 0.1140], [-5.3472, 0.4998, -0.3230], [-3.0381, 0.0218, 1.2391], [-1.7355, -0.1673, 1.6707], [-0.5088, -0.3999, 1.0019], [-0.2612, -0.9425, -0.4184], [0.9741, -1.5195, -0.6074], [1.9139, -0.5337, -0.5157], [3.2843, -0.6879, -0.6334], [4.0558, 0.4616, -0.5914], [3.4835, 1.7234, -0.4356], [2.1180, 1.8763, -0.2885], [1.3280, 0.7360, -0.3280], [-0.1086, 0.5216, -0.2409], [-2.7806, -2.1395, -0.3473], [-4.0473, -1.6849, -1.4317], [-3.6500, 0.5935, 1.9271], [-1.5976, 0.0389, 2.7273], [0.3315, -0.5594, 1.6679], [-1.0532, -1.4266, -0.9660], [3.7250, -1.6620, -0.7672], [5.1275, 0.3838, -0.6884], [4.1185, 2.5950, -0.4285], [1.6763, 2.8506, -0.1543], [-0.8394, 1.2614, -0.5179]],
  "atomic_forces_ev_per_a": [[-0.3, 0.4, 0.3], [-0.2, -0.3, -0.8], [0.6, -0.4, 0.1], [0.1, 0.3, 0.6], [-0.3, 0.1, -0.5], [0.2, -0.6, 0.4], [-0.4, 0.7, 0.1], [0.3, -0.5, 0.0], [0.2, 1.3, 0.0], [-0.3, -0.3, 0.0], [-0.1, 0.1, 0.0], [0.1, 0.0, 0.0], [-0.1, -0.2, 0.0], [0.6, -0.6, -0.1], [-0.2, -0.3, -0.2], [0.0, 0.0, 0.1], [0.1, 0.0, 0.1], [-0.1, -0.1, 0.0], [0.0, 0.1, 0.0], [0.0, 0.0, -0.1], [0.0, 0.1, -0.1], [0.1, -0.1, 0.0], [0.1, -0.1, 0.0], [0.1, 0.1, 0.0], [0.0, 0.1, 0.0], [-0.2, 0.0, 0.0]],
  "homo_energy_ev": [-11.70, -11.70],
  "total_charge": 1,
  "spin_multiplicity": 1,
  "smiles": "[NH2+]=C(Br)/C=C\\[C@H]1[C@@H]2Oc3ccccc3[C@H]12",
  "orbital_gap_ev": [6.509, 6.508],
  "de_lowest_kcal_mol": 17.4
}

# 2
{
  "formula": "C12H11Cl4GeNO5OsSSi",
  "method": "the ωB97M-V functional and the def2-TZVPD basis",
  "symbols": ["Os", "O", "Cl", "O", "O", "O", "Ge", "C", "C", "C", "C", "C", "C", "C", "C", "C", "C", "C", "C", "H", "H", "H", "H", "H", "H", "H", "H", "H", "H", "H", "Cl", "Si", "Cl", "Cl", "O", "S", "N"],
  "coordinates": [[0.7426, 0.2841, 0.0778], [-0.1048, 2.4633, -2.6202], [-0.3074, 1.1040, -2.3853], [-0.6697, 0.3122, -3.4711], [-1.1171, 0.8349, -1.1808], [1.1216, 0.5232, -1.8028], [-2.8795, -2.1580, 0.1680], [-2.9508, -2.2130, -1.7103], [-2.2976, -3.2096, -2.4473], [-2.4181, -3.2309, -3.8249], [-3.2036, -2.2792, -4.4677], [-3.8590, -1.2915, -3.7431], [-3.7231, -1.2449, -2.3662], [-2.7524, -3.6769, 1.2623], [-2.5399, -3.5316, 2.6408], [-2.5016, -4.6483, 3.4527], [-2.6875, -5.9127, 2.9027], [-2.9111, -6.0651, 1.5373], [-2.9406, -4.9557, 0.7153], [-3.1313, -0.8092, 0.8329], [-1.6979, -3.9637, -1.9511], [-1.9127, -3.9942, -4.4006], [-3.3068, -2.3106, -5.5442], [-4.4725, -0.5608, -4.2521], [-4.2259, -0.4642, -1.8063], [-2.4168, -2.5489, 3.0827], [-2.3415, -4.5358, 4.5162], [-2.6683, -6.7834, 3.5443], [-3.0696, -7.0490, 1.1178], [-3.1316, -5.0837, -0.3432], [3.4209, -1.5759, 2.0009], [2.8724, -0.1409, 0.7554], [4.3808, 0.9735, 0.1298], [0.0247, -1.7541, 0.5093], [-0.1950, 1.4191, 3.9543], [0.2501, 2.1615, 2.8166], [0.4726, 1.3109, 1.5762]],
  "atomic_forces_ev_per_a": [[0.0, -0.2, 0.1], [0.0, 0.0, 0.0], [-0.1, -0.1, 0.2], [0.1, -0.1, 0.0], [0.0, 0.1, -0.1], [0.0, 0.5, 0.5], [-0.1, -0.1, 0.0], [0.0, 0.1, -0.1], [0.0, 0.0, 0.0], [0.0, 0.0, 0.0], [0.0, 0.0, 0.0], [0.0, 0.0, 0.0], [0.1, 0.0, 0.0], [0.0, -0.1, 0.0], [0.0, 0.1, 0.0], [0.0, 0.0, 0.1], [0.0, 0.1, -0.1], [0.0, -0.1, 0.1], [0.0, 0.1, -0.1], [0.0, 0.0, 0.0], [0.0, 0.0, 0.0], [0.0, 0.0, 0.0], [0.0, 0.0, 0.0], [0.0, 0.0, 0.0], [0.0, 0.0, 0.0], [0.0, 0.0, 0.0], [0.0, 0.0, 0.0], [0.0, 0.0, 0.0], [0.0, 0.0, 0.0], [0.0, 0.0, 0.0], [0.0, 0.0, 0.0], [0.1, -0.1, 0.0], [0.0, 0.0, 0.0], [-0.1, -0.2, 0.1], [0.0, -0.1, 0.1], [-0.1, 0.4, 0.1], [0.3, -0.3, -0.8]],
  "homo_energy_ev": -15.16,
  "total_charge": 2,
  "spin_multiplicity": 1,
  "orbital_gap_ev": 6.142
}

# 3
{
  "formula": "C12H11CrNO4",
  "method": "the ωB97M-V functional and the def2-TZVPD basis",
  "symbols": ["Cr", "C", "O", "C", "O", "C", "O", "C", "O", "C", "H", "H", "C", "H", "H", "N", "C", "C", "C", "C", "C", "C", "H", "H", "H", "H", "H", "H", "H"],
  "coordinates": [[1.1564, 0.7609, -0.6727], [2.0513, -0.5245, 0.3767], [2.5718, -1.3293, 1.0353], [2.8575, 1.3556, -1.1816], [3.9426, 1.6513, -1.4349], [1.0395, 1.8850, 0.8830], [0.9916, 2.4873, 1.8737], [1.0024, -0.5480, -2.0697], [0.9364, -1.4062, -2.8498], [-1.5553, 3.5505, -3.0052], [-2.1135, 2.8284, -3.6014], [-2.0995, 4.0048, -2.1765], [-0.3823, 4.0319, -3.4167], [0.0780, 4.8987, -2.9409], [0.0585, 3.7211, -4.3645], [-0.7624, -0.1539, 0.1143], [-0.7813, -1.2674, 1.0864], [-0.7543, -2.5781, 0.6348], [-0.6378, -3.6427, 1.5286], [-0.5648, -3.3519, 2.8964], [-0.5957, -2.0364, 3.3737], [-0.7120, -1.0015, 2.4450], [-1.3211, -0.4952, -0.6904], [-1.3198, 0.5982, 0.5617], [-0.7995, -2.7778, -0.4218], [-0.5883, -4.6798, 1.1704], [-0.4610, -4.1734, 3.6087], [-0.5133, -1.8260, 4.4483], [-0.7241, 0.0186, 2.7889]],
  "atomic_forces_ev_per_a": [[-5.1, 0.5, -0.3], [4.5, -7.2, 5.9], [-2.4, 3.8, -3.1], [7.3, 2.9, -2.5], [-4.2, -1.2, 1.0], [-0.4, 5.1, 6.5], [0.2, -2.8, -4.5], [-0.6, -5.5, -6.3], [0.3, 3.9, 3.7], [-0.2, 0.2, -0.2], [0.2, 0.0, 0.2], [0.2, -0.2, 0.0], [-0.1, 0.3, -0.2], [0.0, -0.3, 0.1], [0.0, -0.1, 0.3], [-0.8, 0.3, -0.2], [0.7, -0.5, 0.4], [0.2, -0.2, -0.2], [0.0, 0.4, 0.4], [0.1, -0.3, 0.2], [-0.1, -0.3, -0.4], [0.2, 0.1, 0.2], [0.2, 0.6, 0.5], [0.2, -0.4, -0.6], [-0.1, -0.1, -0.4], [-0.1, 0.6, 0.2], [-0.1, 0.3, -0.2], [-0.1, -0.1, -0.6], [-0.1, 0.3, 0.2]],
  "homo_energy_ev": [-15.73, -15.69],
  "total_charge": 2,
  "spin_multiplicity": 5,
  "orbital_gap_ev": [6.446, 4.386],
  "de_lowest_kcal_mol": 27.8
}

# 4
{
  "formula": "C12H11GaN7O2S2",
  "method": "the ωB97M-V functional and the def2-TZVPD basis",
  "symbols": ["Ga", "C", "C", "N", "N", "C", "S", "N", "N", "H", "H", "H", "H", "H", "H", "O", "C", "O", "C", "C", "C", "C", "S", "C", "C", "H", "H", "H", "H", "H", "N", "C", "N", "C", "N"],
  "coordinates": [[0.6797, 0.7037, -1.6462], [-2.0969, -3.4975, -2.6716], [-0.6989, -3.1038, -2.9102], [0.3327, -3.8824, -2.9544], [1.4130, -3.1044, -3.1018], [1.0841, -1.8084, -3.1231], [2.0858, -0.4425, -3.2023], [-0.2793, -1.7918, -3.0468], [-1.0058, -0.6141, -3.0964], [-2.1338, -4.5763, -2.5576], [-2.7500, -3.2097, -3.4949], [-2.4642, -3.0398, -1.7517], [2.3357, -3.5132, -3.1794], [-1.1379, -0.2972, -4.0635], [-1.9157, -0.7336, -2.6480], [1.4049, 1.0074, 6.3276], [0.3421, 1.3524, 5.5951], [-0.5296, 2.0417, 6.0375], [0.2829, 0.8438, 4.1791], [-0.9800, 0.6744, 3.6163], [-1.1141, 0.2625, 2.3061], [0.0244, 0.0365, 1.5454], [-0.1998, -0.6629, -0.0757], [1.2897, 0.2329, 2.0776], [1.4157, 0.6314, 3.3973], [2.0200, 0.4082, 5.8870], [-1.8513, 0.8712, 4.2213], [-2.0903, 0.1137, 1.8727], [2.1694, 0.0741, 1.4631], [2.4076, 0.7922, 3.7953], [0.0053, 7.1467, -1.3137], [0.1989, 6.0612, -1.6234], [0.4062, 4.8540, -2.0288], [0.5674, 3.6773, -1.8779], [0.7813, 2.4922, -1.9543]],
  "atomic_forces_ev_per_a": [[-0.2, -0.3, 0.0], [-0.2, -0.1, 0.0], [0.1, 0.1, -0.1], [-0.6, -1.0, 0.1], [-0.3, 1.2, 0.0], [-0.1, -0.3, 0.0], [-0.1, 0.7, 0.4], [0.9, -0.7, -0.2], [-0.1, 0.7, 0.0], [0.0, 0.0, 0.0], [0.0, 0.0, 0.0], [0.0, 0.0, 0.0], [-0.1, 0.1, 0.1], [0.1, -0.3, 0.3], [0.3, 0.0, 0.1], [0.3, 0.1, 0.4], [-0.3, 0.0, -0.4], [0.1, -0.1, 0.2], [0.0, 0.1, -0.2], [0.1, 0.0, 0.2], [0.1, 0.0, 0.0], [0.1, 0.1, -0.2], [0.3, 0.3, -0.7], [0.1, 0.0, -0.1], [-0.1, 0.0, 0.1], [-0.2, 0.0, -0.1], [-0.1, 0.0, 0.1], [-0.1, 0.0, 0.0], [0.0, -0.1, 0.1], [0.1, 0.1, 0.1], [-0.1, 0.8, 0.2], [-0.1, 0.2, 0.3], [0.2, -0.7, -0.4], [0.2, -0.8, -0.3], [-0.1, -0.1, 0.4]],
  "homo_energy_ev": -12.15,
  "total_charge": 1,
  "spin_multiplicity": 1,
  "orbital_gap_ev": 8.356,
  "de_lowest_kcal_mol": 13.7
}

# 5
{
  "formula": "C12H11N2",
  "method": "the ωB97M-V functional and the def2-TZVPD basis",
  "symbols": ["C", "C", "C", "N", "C", "C", "C", "N", "C", "C", "C", "C", "C", "C", "H", "H", "H", "H", "H", "H", "H", "H", "H", "H", "H"],
  "coordinates": [[-3.0768, -0.3347, -0.0017], [-2.1596, -1.1630, -0.5337], [-0.8178, -0.9239, -0.6232], [-0.0506, -2.0038, -0.9301], [1.0015, -2.4407, -0.1799], [1.4333, -1.8580, 1.0263], [1.3517, -0.5863, 1.5853], [0.9096, 0.6035, 1.0674], [1.0075, 1.0457, -0.2842], [2.0216, 1.1134, -1.3615], [1.3307, 2.3710, -0.8647], [-0.3137, 0.4238, -0.0529], [-1.3098, 1.2056, 0.5282], [-2.6245, 0.8306, 0.6170], [-4.1391, -0.6666, 0.0433], [-2.3960, -2.2253, -0.7372], [1.4147, -3.4387, -0.4389], [2.1116, -2.5557, 1.5817], [1.3729, -0.3737, 2.6383], [1.6063, 0.6910, -2.2884], [3.1390, 0.9662, -1.2306], [1.9724, 3.1678, -0.4206], [0.4896, 2.7070, -1.5534], [-0.8909, 2.0213, 1.2008], [-3.3837, 1.4235, 1.2125]],
  "atomic_forces_ev_per_a": [[-1.2, 0.0, 0.5], [-0.6, -2.8, -1.3], [3.4, 1.0, 1.9], [1.6, -0.6, 1.4], [-2.3, 1.4, -1.8], [2.3, 0.3, 1.3], [-1.2, -0.7, -1.0], [0.3, -0.1, -0.4], [0.8, 0.0, 0.8], [0.4, -1.1, -1.0], [-0.8, 0.9, -1.1], [-0.7, -2.3, -2.0], [-1.1, 2.0, 2.5], [-1.1, 1.8, 0.8], [1.0, 0.4, 0.1], [-0.3, 0.9, -0.4], [-0.4, 0.9, -0.1], [-1.1, 0.6, 0.0], [1.0, -0.9, 0.6], [0.7, 0.3, 0.2], [-1.7, 0.1, 0.2], [-0.9, -0.9, 0.0], [1.4, 0.0, 1.0], [-0.9, -0.7, -1.4], [1.3, -0.5, -0.8]],
  "homo_energy_ev": [-13.29, -13.29],
  "total_charge": 1,
  "spin_multiplicity": 1,
  "smiles": "C1=CC2=[N+]=CC=CN3C4(CC4)[C@@]23C=C1",
  "orbital_gap_ev": [7.569, 7.569],
  "de_lowest_kcal_mol": 74.5
}

# 6
{
  "formula": "C12H11N2",
  "method": "the ωB97M-V functional and the def2-TZVPD basis",
  "symbols": ["C", "C", "N", "C", "C", "C", "N", "C", "C", "C", "C", "C", "C", "C", "H", "H", "H", "H", "H", "H", "H", "H", "H", "H", "H"],
  "coordinates": [[1.3865, 0.9328, -0.4107], [1.4986, -0.2668, 0.0800], [0.8560, -1.3529, 0.2074], [1.2100, -2.4845, 0.8371], [0.1477, -3.3214, 0.8735], [-0.8933, -2.6475, 0.2304], [-0.4820, -1.4494, -0.0788], [-1.1839, -0.1930, -0.4018], [-1.6314, 0.4515, 0.7613], [-2.1762, 1.7434, 0.5793], [-2.1496, 2.3489, -0.6444], [-1.6317, 1.7731, -1.8003], [-1.1728, 0.3900, -1.6657], [2.4973, 0.8590, 0.6396], [1.0563, 1.4712, -1.2056], [2.1918, -2.5394, 1.3856], [0.2642, -4.3155, 1.1861], [-1.7746, -3.0635, -0.2062], [-1.2179, 0.4534, 1.7421], [-2.4824, 2.2350, 1.5936], [-2.5277, 3.3643, -0.7299], [-1.4806, 2.1028, -2.7886], [-1.0330, -0.0729, -2.5349], [3.5587, 0.8673, 0.4977], [2.2060, 1.3832, 1.5162]],
  "atomic_forces_ev_per_a": [[2.9, -2.0, 1.4], [3.7, 7.4, 0.1], [-2.7, -4.8, 1.6], [2.0, 0.5, 1.4], [-0.1, 0.0, -0.7], [0.2, -1.6, 0.1], [0.4, 1.9, -1.8], [0.1, -0.6, 0.9], [0.2, 2.7, -1.9], [0.0, -0.9, 2.7], [-0.5, 2.0, -1.6], [0.8, -4.3, 2.3], [-2.4, 3.6, 3.4], [-2.4, -0.9, -0.8], [-1.1, 1.7, -1.6], [-1.1, 0.0, -1.2], [-0.5, -1.1, 0.4], [-0.8, 0.2, 0.4], [0.0, -1.8, 0.8], [0.4, -0.4, -2.5], [0.0, 0.0, 0.1], [-0.5, 1.3, -0.7], [1.3, -2.3, -3.1], [0.3, -0.5, -0.7], [-0.1, 0.1, 1.0]],
  "homo_energy_ev": -12.82,
  "total_charge": 1,
  "spin_multiplicity": 1,
  "smiles": "C1=C(n2ccc[n+]2-c2ccccc2)C1",
  "orbital_gap_ev": 8.822,
  "de_lowest_kcal_mol": 70.9
}

# 7
{
  "formula": "C12H11N3OS2",
  "method": "the ωB97M-V functional and the def2-TZVPD basis",
  "symbols": ["C", "C", "C", "C", "C", "N", "C", "N", "C", "S", "N", "C", "O", "C", "C", "C", "C", "S", "H", "H", "H", "H", "H", "H", "H", "H", "H", "H", "H"],
  "coordinates": [[1.1213, -2.6019, -0.1389], [1.3224, -1.1429, 0.0536], [2.0744, -0.8005, 1.2110], [2.2581, 0.6347, 1.5569], [1.8235, 1.7413, 0.5471], [1.2085, 1.2801, -0.3727], [0.8169, -0.0392, -0.4973], [0.3487, -0.1239, -1.9172], [-0.7505, -0.8804, -2.1173], [-1.3658, -1.2489, -3.6860], [-1.3026, -1.5913, -0.9793], [-1.5413, -0.9646, 0.2792], [-2.1001, -1.6907, 1.0446], [-1.5408, 0.3118, 0.4399], [-1.8470, 1.5027, -0.5202], [-1.8432, 2.6263, 0.2605], [-1.6224, 2.6166, 1.4449], [-1.3310, 0.9872, 2.0882], [0.8759, -2.5936, -1.2342], [0.4310, -2.9653, 0.3182], [1.9633, -3.1095, 0.3268], [2.3273, -1.5150, 1.9730], [3.0290, 1.0391, 2.3972], [2.1688, 2.5067, 0.9330], [0.6329, 0.3305, -2.5686], [-1.8862, -2.5049, -1.0518], [-2.1214, 1.3257, -1.4941], [-1.9476, 3.4954, -0.3081], [-1.2023, 3.3748, 2.0116]],
  "atomic_forces_ev_per_a": [[7.4, 4.8, -6.8], [1.1, -0.3, 4.3], [-0.1, 5.4, 1.8], [1.8, -0.9, -0.6], [1.8, -11.1, 6.1], [-4.5, -1.3, -5.7], [1.9, 3.0, -5.9], [-6.8, -9.1, 12.4], [-1.1, -2.6, -1.6], [0.7, 0.7, 1.8], [0.1, 1.0, -1.1], [-2.0, -8.2, -3.9], [-0.4, -2.1, 2.9], [-0.2, 13.6, -0.2], [1.2, -6.3, 5.5], [-2.3, 1.3, -11.6], [3.0, -3.0, 11.2], [-0.5, 0.4, -2.2], [1.0, -1.6, 0.8], [-8.9, -3.7, 5.3], [0.6, -0.2, -1.1], [0.5, -0.4, -0.1], [-2.2, -1.5, -1.7], [2.6, 8.8, 1.8], [4.7, 7.4, -9.6], [1.5, 2.5, -0.5], [-0.4, 0.0, -2.1], [-0.2, 1.8, -0.5], [-0.1, 1.6, 1.3]],
  "homo_energy_ev": -8.31,
  "total_charge": 0,
  "spin_multiplicity": 1,
  "smiles": "Cc1cccnc1NC(=S)NC(=O)c1cccs1",
  "orbital_gap_ev": 7.549,
  "de_lowest_kcal_mol": 220.9
}

# 8
{
  "formula": "C12H11NO2S3SeW",
  "method": "the ωB97M-V functional and the def2-TZVPD basis",
  "symbols": ["W", "S", "C", "S", "S", "C", "C", "C", "C", "C", "C", "C", "C", "C", "C", "O", "O", "H", "H", "H", "H", "H", "H", "H", "H", "H", "H", "H", "Se", "C", "N"],
  "coordinates": [[-1.3909, 1.2940, -1.3346], [-0.6791, 4.4595, -2.4035], [-1.5925, 3.1618, -2.2728], [-3.0524, 2.3926, -2.5898], [0.1598, 0.5777, -2.5723], [2.9488, -2.3931, -0.4681], [1.9177, -1.4391, 0.0648], [2.2200, -0.0900, 0.2370], [1.2782, 0.8120, 0.6964], [1.6192, 2.2736, 0.8234], [0.0016, 0.3297, 1.0170], [-0.3097, -1.0368, 0.9372], [-1.6175, -1.6033, 1.4163], [0.6577, -1.8911, 0.4211], [-1.0356, 1.3142, 1.4559], [-1.5376, 1.4125, 2.5313], [-1.4028, 2.1057, 0.4024], [3.7908, -1.8611, -0.9075], [2.5173, -3.0449, -1.2278], [3.3316, -3.0292, 0.3321], [3.2111, 0.2702, -0.0140], [2.6960, 2.4025, 0.9162], [1.1467, 2.7269, 1.6955], [1.2914, 2.8285, -0.0602], [-2.3883, -0.8461, 1.5409], [-1.4682, -2.0775, 2.3882], [-1.9859, -2.3635, 0.7279], [0.4176, -2.9430, 0.3108], [-4.5303, -2.4597, -1.4771], [-3.4795, -1.0988, -1.3442], [-2.7352, -0.1842, -1.2424]],
  "atomic_forces_ev_per_a": [[-0.5, -0.2, -0.2], [-0.1, 0.0, 0.0], [-0.1, -0.2, 0.1], [0.2, 0.1, -0.2], [0.1, 0.0, 0.1], [0.0, 0.0, 0.0], [0.1, 0.1, 0.0], [0.0, 0.0, 0.0], [0.2, 0.0, -0.1], [0.0, 0.0, 0.0], [-0.1, -0.1, 0.1], [0.0, 0.0, 0.0], [0.0, 0.0, 0.0], [-0.1, -0.1, 0.0], [0.1, -0.2, 0.3], [0.0, 0.1, -0.1], [0.0, 0.2, 0.1], [0.0, 0.0, 0.0], [0.0, 0.0, 0.0], [0.0, 0.0, 0.0], [0.0, 0.0, 0.0], [0.0, 0.0, 0.0], [0.0, 0.0, 0.0], [0.0, 0.0, 0.0], [0.0, 0.0, 0.0], [0.0, 0.0, 0.0], [0.0, 0.0, 0.0], [0.0, 0.0, 0.0], [-0.1, -0.1, 0.0], [0.1, 0.1, -0.1], [0.2, 0.2, 0.0]],
  "homo_energy_ev": -8.46,
  "total_charge": 0,
  "spin_multiplicity": 1,
  "orbital_gap_ev": 6.470,
  "de_lowest_kcal_mol": 0.0
}

Per-record total energy, eV: -86194.072, -152112.057, -50702.931, -101188.419, -15590.132, -15590.288, -40801.901, -117886.654